# C24H43N2NdP3SSe

C24H43N2NdP3SSe as an isolated structure in a non-equilibrium geometry (ωB97M-V/def2-TZVPD, the OMol25 dataset).

LUMO level (alpha / beta)   -9.84 / -9.65 eV
HOMO level (alpha / beta)   -16.66 / -16.66 eV
Multiplicity   4
Charge   +3
Frontier orbital gap (alpha / beta)   6.81 / 7.00 eV
⟨S²⟩   3.75

Structure (XYZ):
```
75
Properties=species:S:1:pos:R:3:mulliken_charge:R:1
Nd -0.151 -0.067 0.436 0.1932
Se -2.071 -2.234 0.447 0.0794
S 2.562 0.673 4.349 -0.1557
P -1.056 0.683 -2.341 1.0209
P 1.331 2.517 -0.536 0.8642
P -2.518 1.888 1.052 0.8165
N 0.414 1.683 2.973 -0.2906
N 1.950 0.251 1.853 0.6244
C -1.004 -6.391 -0.316 -0.8626
C -0.922 -5.004 -0.142 -0.0569
C 0.680 -2.276 -0.956 -1.0613
C -2.050 -4.239 0.155 1.0332
C 5.837 -1.108 2.674 -0.5472
C -1.354 2.258 -3.229 -1.4227
C -3.292 -4.894 0.236 -0.4749
C 4.982 -0.662 3.690 -0.5965
C -0.139 -0.199 -3.669 -1.5810
C -2.607 2.889 2.597 -1.3499
C 2.735 3.042 0.531 -1.2033
C -2.717 -0.077 -2.531 -1.1209
C -4.006 0.834 1.311 -1.2814
C 2.243 2.330 -2.127 -1.0981
C 3.258 -0.296 2.019 -0.5358
C 0.555 4.164 -0.801 -1.3055
C 3.698 -0.256 3.351 0.5489
C 1.571 0.895 2.959 0.2640
C 5.446 -1.056 1.332 -0.9453
C -3.386 -6.279 0.054 -0.7167
C 4.174 -0.578 0.997 0.1022
C -3.220 3.119 -0.119 -1.2173
C -2.235 -7.040 -0.199 -0.4285
C 1.773 -1.523 -1.231 -1.0802
H -3.657 3.104 2.838 0.5092
H -1.932 2.956 -2.616 0.2629
H -2.067 3.837 2.474 0.3823
H -2.754 -1.050 -2.021 0.2419
H 1.326 4.892 -1.097 0.5068
H 0.185 2.024 3.907 0.3563
H 0.052 -4.545 -0.251 0.2703
H 2.664 -1.611 -0.609 0.6943
H -0.100 -6.959 -0.541 0.4017
H -4.785 1.417 1.820 0.4539
H -0.107 -2.515 -1.683 0.6637
H -2.445 3.837 -0.416 0.2594
H 2.377 3.474 1.476 0.3788
H 0.087 4.501 0.133 0.3603
H -3.731 -0.033 1.927 0.3826
H -0.932 -2.127 1.518 0.2286
H 3.371 2.182 0.770 0.2763
H -4.357 -6.776 0.113 0.3986
H 5.300 -0.588 4.724 0.4467
H 1.906 -0.948 -2.144 0.0897
H -0.219 4.116 -1.577 0.2999
H -3.609 2.631 -1.020 0.3470
H 6.825 -1.479 2.921 0.4374
H 0.405 2.481 2.326 0.0737
H -1.926 2.037 -4.140 0.4906
H -4.187 -4.310 0.444 0.3707
H 0.683 -2.856 -0.027 0.7882
H -0.413 2.735 -3.521 0.5164
H -4.038 3.673 0.365 0.5036
H 1.566 2.160 -2.974 0.1792
H 0.232 -1.165 -3.315 0.4309
H -3.495 0.574 -2.106 0.2250
H 6.137 -1.339 0.534 0.4314
H 0.716 0.403 -3.999 0.3770
H -2.894 -0.216 -3.606 0.5356
H 2.839 3.237 -2.317 0.5600
H 3.909 -0.363 -0.041 0.3855
H 3.337 3.794 0.000 0.5242
H -2.162 2.327 3.427 0.3185
H -4.391 0.468 0.350 0.2956
H -0.816 -0.369 -4.516 0.4945
H 2.916 1.465 -2.053 0.2196
H -2.297 -8.122 -0.299 0.4168
```

# C4H6N3

A 2-piece molecular cluster, C4H6N3 overall in a non-equilibrium geometry (ωB97M-V/def2-TZVPD, the OMol25 dataset).

LUMO level   -4.87 eV
HOMO level   -13.42 eV
Charge   +1
Frontier orbital gap   8.55 eV

Structure (XYZ):
```
13
Properties=species:S:1:pos:R:3:nbo_charge:R:1
N 1.175 -0.539 0.372 -0.5893
N 0.389 1.381 -0.493 -0.4579
N -1.749 -1.167 -0.427 -0.4072
C -2.086 -2.288 -0.438 0.1383
C 0.961 0.262 -0.759 0.3942
C 0.127 1.454 1.017 -0.3567
C 0.653 0.059 1.418 0.2406
H -2.328 -3.358 -0.623 0.2702
H -0.886 1.474 1.210 0.2817
H 0.286 2.085 -1.297 0.4724
H 1.296 -0.087 -1.755 0.2569
H 0.629 2.236 1.602 0.2955
H 1.534 -1.512 0.173 0.4612
```

# C5H9F2N

One molecule with the formula C5H9F2N in a non-equilibrium geometry (ωB97M-V/def2-TZVPD, the OMol25 dataset).

LUMO level   0.79 eV
HOMO level   -9.65 eV
Frontier orbital gap   10.45 eV
SMILES string   C=C(F)[C@](C)(N)CF

Structure (XYZ):
```
17
Properties=species:S:1:pos:R:3:nbo_charge:R:1
F -0.512 1.173 -1.498 -0.3370
F 1.656 -1.719 -0.123 -0.3774
N 1.302 0.783 0.770 -0.7728
C -0.935 0.710 -0.348 0.3963
C -0.320 -0.645 1.588 -0.6004
C 0.189 -0.042 0.348 -0.0658
C 0.739 -0.940 -0.855 0.0636
C -2.277 0.771 -0.061 -0.5230
H 1.468 1.483 0.076 0.3535
H -1.604 -0.757 1.545 0.2244
H 0.196 -1.812 1.899 0.2722
H -2.627 0.490 1.027 0.2159
H -0.141 0.362 2.381 0.2037
H 0.819 1.350 1.594 0.3419
H 0.032 -1.688 -1.062 0.1807
H -3.121 1.308 -0.673 0.2365
H 1.192 -0.416 -1.629 0.1874
```

# C14H49BO15

A 9-piece molecular cluster, C14H49BO15 overall in a non-equilibrium geometry (ωB97M-V/def2-TZVPD, the OMol25 dataset).

LUMO level   -0.20 eV
HOMO level   -9.38 eV
Frontier orbital gap   9.19 eV

Structure (XYZ):
```
79
Properties=species:S:1:pos:R:3:mulliken_charge:R:1
O 2.808 -5.902 -0.481 -0.5467
O -2.003 -2.417 -1.207 -0.5443
O 2.270 1.662 0.229 -0.3570
O 1.978 -4.232 1.381 -0.6483
O 2.439 3.087 2.344 -0.4041
O 1.946 6.375 0.244 -0.5406
O 1.290 -1.651 2.451 -0.5807
O -2.182 -4.867 -2.836 -0.5285
O -1.705 -1.930 2.374 -0.5247
O -2.943 0.890 -0.442 -0.4863
O -0.192 0.408 -4.588 -0.5430
O -2.565 0.371 -6.156 -0.5640
O 2.822 0.442 2.513 -0.6711
O 0.337 4.126 0.766 -0.4463
O -2.349 3.446 0.995 -0.4390
C -0.847 -2.550 3.308 -0.5451
C -1.483 0.255 -4.012 0.5430
C 0.364 4.688 -0.565 0.1151
C 0.405 -1.788 3.580 -0.4071
C -2.418 -4.730 -1.443 -0.7432
C -1.477 -3.697 -0.905 0.3799
C 3.443 -4.631 -0.439 -0.4296
C -2.838 2.196 -0.984 0.1292
C -2.563 0.896 -4.825 -0.4842
C 2.000 1.062 3.472 -0.1480
C 2.451 2.488 3.657 -0.7508
C 2.560 -3.608 0.238 0.3451
C 1.636 5.453 -0.807 -0.7403
C -3.263 3.305 -0.075 -0.7115
B 0.039 -0.076 0.049 2.2302
H 1.523 5.988 -1.750 0.3646
H -3.544 0.765 -4.365 0.3186
H -3.461 -4.417 -1.309 0.2801
H -3.386 4.196 -0.710 0.2842
H -2.345 -5.681 -0.901 0.3773
H -1.862 2.343 -1.474 -0.0818
H -1.225 -1.556 1.622 0.1395
H -1.695 -0.783 -3.721 0.1144
H 4.407 -4.682 0.087 0.2637
H -2.351 1.963 -4.910 0.2491
H 2.491 4.773 -0.890 0.2580
H -0.688 -3.590 2.991 0.2442
H -2.049 0.581 -0.211 0.2699
H -1.411 0.768 -3.045 -0.2732
H 1.750 3.006 4.308 0.4055
H 0.797 -0.935 -0.365 -0.4559
H 2.530 5.923 0.851 0.2849
H 0.193 -0.801 4.000 0.3331
H -0.540 5.306 -0.648 0.3191
H -3.531 2.140 -1.839 0.3173
H 0.875 -1.128 1.735 0.0607
H 2.025 0.545 4.434 0.4800
H -2.644 -5.649 -3.153 0.2871
H -3.138 -0.402 -6.155 0.3392
H 1.773 -3.242 -0.435 -0.1217
H 2.339 2.190 1.121 0.5152
H -0.476 3.604 0.833 0.2831
H 2.603 4.027 2.441 0.2035
H 0.267 3.883 -1.308 0.0949
H -1.269 -3.863 0.163 -0.0088
H -0.501 -3.775 -1.403 0.1486
H 3.116 -2.712 0.544 0.1177
H 2.647 -0.511 2.505 0.4627
H -2.821 3.711 1.786 0.2293
H 3.120 1.224 0.067 0.4865
H 3.472 2.466 4.051 0.3363
H -0.074 0.822 -0.761 -0.3659
H 1.520 0.965 0.366 0.1468
H 1.665 -3.533 1.979 0.2007
H -1.423 -2.622 4.235 0.4038
H -1.012 -0.614 0.245 -1.1154
H 0.972 -2.373 4.314 0.3594
H 2.179 -5.904 0.254 0.3620
H -0.259 0.100 -5.503 0.3307
H -4.258 3.045 0.301 0.4293
H -1.362 -1.743 -0.937 0.2113
H 0.967 1.097 3.095 0.0560
H 0.478 0.377 1.106 -0.2009
H 3.653 -4.360 -1.475 0.2975
```

| no. | DFT total energy (hartree) |
| --- | --- |
| 1 | -5433.98576 |
| 2 | -319.91314 |
| 3 | -450.25044 |
| 4 | -1716.03639 |